{
  "formula": "C37H42GeN3O2PdTe",
  "method": "ωB97M-V/def2-TZVPD",
  "lumo_ev": [-11.716, -11.721],
  "e_homo_ev": [-15.218, -15.218],
  "molar_mass_g_mol": 867.4,
  "multiplicity": 1,
  "total_charge": 3,
  "gap_ha": [0.1287, 0.1285],
  "elements": ["Pd", "N", "C", "C", "N", "C", "C", "N", "H", "H", "H", "H", "H", "H", "H", "H", "H", "H", "H", "H", "H", "O", "C", "O", "C", "C", "Ge", "C", "C", "C", "C", "C", "C", "C", "C", "C", "C", "C", "C", "C", "C", "C", "C", "C", "C", "H", "H", "H", "H", "H", "H", "H", "H", "H", "H", "H", "H", "H", "H", "H", "H", "H", "H", "H", "Te", "C", "C", "C", "C", "C", "C", "C", "C", "C", "C", "C", "C", "H", "H", "H", "H", "H", "H", "H", "H", "H", "H"],
  "positions_angstrom": [[1.404, -0.842, -0.071], [2.409, -0.654, -2.249], [3.800, -0.189, -2.140], [4.050, 0.398, -0.757], [3.382, -0.351, 0.359], [4.077, -1.631, 0.723], [3.607, -2.752, -0.183], [2.118, -2.756, -0.174], [2.177, -1.168, -3.099], [1.794, 0.153, -2.316], [4.013, 0.589, -2.877], [4.481, -1.010, -2.355], [3.691, 1.426, -0.712], [5.121, 0.427, -0.544], [3.433, 0.257, 1.177], [3.831, -1.849, 1.765], [5.159, -1.500, 0.676], [3.988, -3.720, 0.144], [3.928, -2.602, -1.208], [1.725, -3.331, 0.572], [1.737, -3.130, -1.044], [-0.569, -2.946, 0.929], [-1.024, -2.356, -0.058], [-0.334, -1.472, -0.709], [-2.396, -2.592, -0.615], [-3.155, -1.314, -0.977], [-2.266, 0.231, -1.839], [-3.669, 1.461, -2.356], [-3.308, 2.680, -2.926], [-4.266, 3.613, -3.289], [-5.612, 3.328, -3.092], [-5.989, 2.117, -2.533], [-5.020, 1.190, -2.170], [-1.166, 1.212, -0.480], [-1.807, 1.897, 0.532], [-1.094, 2.678, 1.449], [0.288, 2.775, 1.397], [0.967, 2.103, 0.392], [0.257, 1.308, -0.534], [-1.116, -0.220, -3.359], [-1.281, -1.447, -4.002], [-0.494, -1.804, -5.089], [0.477, -0.930, -5.563], [0.637, 0.309, -4.956], [-0.151, 0.654, -3.862], [-2.933, -3.183, 0.127], [-2.269, -3.237, -1.490], [-3.624, -0.909, -0.076], [-3.975, -1.583, -1.644], [-2.262, 2.910, -3.109], [-3.973, 4.555, -3.732], [-6.366, 4.046, -3.388], [-7.037, 1.896, -2.383], [-5.343, 0.247, -1.742], [-2.891, 1.901, 0.580], [-1.638, 3.252, 2.190], [0.817, 3.419, 2.087], [2.025, 2.288, 0.247], [0.697, 1.136, -1.508], [-2.052, -2.137, -3.673], [-0.651, -2.754, -5.582], [1.071, -1.195, -6.428], [1.346, 1.022, -5.360], [-0.056, 1.661, -3.462], [0.921, -1.555, 2.546], [2.213, -0.248, 3.587], [2.688, -0.907, 4.722], [3.547, -0.239, 5.587], [3.941, 1.061, 5.308], [3.479, 1.704, 4.166], [2.610, 1.053, 3.302], [-0.888, -0.923, 3.272], [-1.080, 0.403, 3.680], [-2.292, 0.752, 4.242], [-3.286, -0.210, 4.403], [-3.080, -1.529, 4.008], [-1.884, -1.898, 3.420], [2.401, -1.927, 4.961], [3.911, -0.743, 6.472], [4.610, 1.576, 5.984], [3.788, 2.719, 3.957], [2.223, 1.572, 2.434], [-0.275, 1.122, 3.613], [-2.462, 1.765, 4.582], [-4.227, 0.067, 4.859], [-3.852, -2.270, 4.166], [-1.727, -2.919, 3.100]]
}